Below is 3 unconnected molecules or ions with the total composition C58H59ClFN3O10S2 at a distorted geometry, with properties calculated with the ωB97M-V functional and the def2-TZVPD basis.

Geometry (Å):
C (4.72, -2.94, 0.75)
C (4.17, -1.59, 1.47)
C (2.90, -0.93, 0.75)
F (2.77, -1.75, -0.47)
C (1.53, -0.91, 1.61)
C (1.35, -2.47, 2.07)
C (1.68, -2.79, 3.59)
S (1.99, -4.65, 3.68)
C (1.57, -5.28, 5.35)
N (1.32, -6.71, 5.36)
N (1.07, -7.03, 6.68)
C (1.15, -5.81, 7.44)
O (1.46, -4.66, 6.61)
C (1.53, 0.12, 2.84)
C (2.92, 0.48, 3.54)
C (2.60, 1.54, 4.73)
C (2.77, 3.07, 4.59)
C (2.47, 3.97, 5.85)
C (2.00, 3.29, 7.18)
C (1.63, 4.17, 8.49)
C (1.84, 1.75, 7.33)
C (2.14, 0.88, 6.08)
O (1.00, 1.47, 2.51)
S (-0.68, 1.47, 2.53)
O (-1.31, 2.70, 1.95)
O (-1.11, 1.38, 3.96)
C (-1.08, -0.09, 1.53)
C (-1.66, -1.15, 2.57)
C (-3.12, -0.91, 3.15)
C (-3.97, 0.42, 3.23)
N (-3.73, -2.00, 3.63)
O (-2.19, 0.32, 0.68)
C (-2.70, -0.74, -0.16)
C (-4.32, -0.87, -0.06)
C (-4.78, -2.31, 0.57)
C (-5.04, -0.79, -1.50)
C (-6.66, -0.88, -1.28)
C (-4.81, 0.64, -2.24)
C (0.22, -0.54, 0.68)
C (0.50, 0.27, -0.65)
C (1.22, 1.67, -0.61)
O (0.84, 2.73, -0.10)
Cl (2.82, 1.84, -1.58)
H (5.54, -3.37, 1.45)
H (5.18, -2.61, -0.24)
H (3.93, -3.75, 0.66)
H (4.06, -1.81, 2.58)
H (5.04, -0.83, 1.38)
H (3.16, 0.15, 0.54)
H (0.29, -2.87, 1.89)
H (2.00, -3.18, 1.42)
H (0.74, -2.54, 4.21)
H (2.60, -2.31, 4.05)
H (1.00, -5.79, 8.57)
H (0.84, -0.23, 3.70)
H (3.54, 1.08, 2.78)
H (3.48, -0.37, 4.03)
H (3.13, 3.55, 3.61)
H (2.60, 5.11, 5.80)
H (2.30, 3.75, 9.34)
H (1.80, 5.28, 8.29)
H (0.53, 3.92, 8.73)
H (1.53, 1.20, 8.28)
H (2.05, -0.27, 6.18)
H (-1.71, -2.16, 2.01)
H (-0.98, -1.36, 3.48)
H (-4.00, 1.06, 2.29)
H (-5.07, 0.15, 3.47)
H (-3.62, 1.03, 4.15)
H (-3.10, -2.81, 3.56)
H (-2.19, -1.76, -0.05)
H (-2.51, -0.41, -1.25)
H (-4.78, -0.04, 0.58)
H (-5.58, -2.11, 1.38)
H (-5.27, -2.99, -0.23)
H (-3.91, -2.84, 1.09)
H (-4.77, -1.66, -2.19)
H (-6.96, -0.21, -0.40)
H (-7.10, -0.37, -2.22)
H (-7.04, -1.95, -1.21)
H (-5.35, 0.56, -3.26)
H (-5.31, 1.49, -1.67)
H (-3.71, 0.83, -2.50)
H (-0.09, -1.59, 0.27)
H (-0.51, 0.49, -1.18)
H (1.04, -0.35, -1.47)
C (-0.55, -4.34, -2.17)
C (-1.09, -3.14, -2.64)
C (-1.95, -3.15, -3.74)
C (-2.27, -4.36, -4.36)
C (-1.71, -5.55, -3.90)
C (-0.86, -5.54, -2.79)
C (-2.00, -6.83, -4.59)
O (-1.51, -7.87, -4.18)
C (-2.87, -6.82, -5.78)
C (-3.11, -8.01, -6.47)
C (-3.94, -8.02, -7.59)
C (-4.55, -6.84, -8.01)
C (-4.32, -5.65, -7.32)
C (-3.47, -5.64, -6.21)
C (-3.20, -4.36, -5.52)
O (-3.72, -3.33, -5.88)
H (0.11, -4.33, -1.31)
H (-0.84, -2.20, -2.16)
H (-2.37, -2.22, -4.10)
H (-0.43, -6.46, -2.42)
H (-2.64, -8.94, -6.15)
H (-4.12, -8.94, -8.13)
H (-5.21, -6.84, -8.87)
H (-4.79, -4.73, -7.66)
C (1.31, 5.75, -0.94)
C (2.43, 4.92, -0.99)
C (3.50, 5.24, -1.82)
C (3.45, 6.38, -2.62)
C (2.32, 7.20, -2.59)
C (1.25, 6.89, -1.74)
C (2.23, 8.39, -3.46)
O (1.25, 9.11, -3.43)
C (3.36, 8.69, -4.38)
C (3.26, 9.78, -5.25)
C (4.32, 10.07, -6.11)
C (5.48, 9.29, -6.09)
C (5.57, 8.21, -5.22)
C (4.50, 7.90, -4.37)
C (4.60, 6.72, -3.48)
O (5.61, 6.03, -3.47)
H (0.48, 5.50, -0.29)
H (2.46, 4.03, -0.38)
H (4.37, 4.59, -1.85)
H (0.38, 7.53, -1.70)
H (2.37, 10.39, -5.27)
H (4.25, 10.92, -6.79)
H (6.30, 9.53, -6.75)
H (6.47, 7.60, -5.22)

Output
* structure (SMILES): [H]/N=C(/C)C[C@]1(OC[C@H](C)C(C)C)[C@@H](CC(=O)Cl)[C@@](CCSc2nnco2)([C@H](F)CC)[C@@H](Cc2ccc(C)cc2)OS1(=O)=O.O=C1c2ccccc2C(=O)c2ccccc21.O=C1c2ccccc2C(=O)c2ccccc21
* charge: 0
* LUMO level: -1.27 eV
* HOMO level: -8.655 eV
* total energy: -122946.17465 eV
* largest force on an atom: 6.236 eV/A

---

Below is a molecular structure, C58H65BFN5O5P2Sr, with properties calculated with the ωB97M-V functional and the def2-TZVPD basis.

Geometry (Å):
Sr (1.78, -0.76, 0.50)
C (0.99, -3.97, -0.04)
P (-0.52, -2.90, 0.00)
C (-1.85, -4.00, 0.60)
C (-1.60, -5.06, 1.46)
C (-2.65, -5.81, 1.97)
C (-3.96, -5.50, 1.64)
C (-4.22, -4.43, 0.79)
C (-3.17, -3.68, 0.28)
C (-0.94, -2.78, -1.79)
C (-1.04, -1.50, -2.35)
C (-1.36, -1.34, -3.69)
C (-1.58, -2.45, -4.49)
C (-1.47, -3.72, -3.95)
C (-1.16, -3.89, -2.61)
C (1.62, -4.00, 1.33)
C (1.96, -5.09, 2.11)
C (2.44, -4.55, 3.34)
C (2.38, -3.18, 3.20)
C (2.66, -2.09, 4.20)
P (1.28, -0.86, 4.05)
C (-0.14, -1.90, 4.55)
C (-1.24, -1.95, 3.70)
C (-2.32, -2.77, 3.99)
C (-2.31, -3.55, 5.13)
C (-1.21, -3.52, 5.99)
C (-0.14, -2.70, 5.69)
C (1.59, 0.16, 5.55)
C (2.83, 0.81, 5.61)
C (3.15, 1.64, 6.67)
C (2.23, 1.85, 7.69)
C (0.99, 1.23, 7.63)
C (0.68, 0.39, 6.57)
N (1.87, -2.83, 1.99)
H (1.67, -3.53, -0.79)
H (0.76, -4.98, -0.39)
H (-0.58, -5.29, 1.75)
H (-2.44, -6.63, 2.64)
H (-4.78, -6.08, 2.05)
H (-5.24, -4.18, 0.54)
H (-3.38, -2.85, -0.38)
H (-0.86, -0.63, -1.72)
H (-1.44, -0.33, -4.09)
H (-1.83, -2.33, -5.54)
H (-1.63, -4.59, -4.57)
H (-1.10, -4.88, -2.18)
H (1.88, -6.13, 1.84)
H (2.79, -5.10, 4.20)
H (3.59, -1.56, 3.98)
H (2.73, -2.49, 5.21)
H (-1.25, -1.34, 2.80)
H (-3.17, -2.81, 3.31)
H (-3.15, -4.20, 5.36)
H (-1.20, -4.14, 6.87)
H (0.72, -2.68, 6.36)
H (3.54, 0.67, 4.81)
H (4.12, 2.13, 6.71)
H (2.47, 2.50, 8.52)
H (0.26, 1.40, 8.41)
H (-0.29, -0.09, 6.53)
F (-0.88, 4.60, -2.11)
C (-0.35, 3.55, -2.80)
C (0.59, 2.75, -2.21)
C (1.16, 1.72, -2.96)
C (2.12, 0.83, -2.27)
O (2.47, 1.12, -1.12)
C (2.50, -0.35, -3.01)
C (2.13, -0.44, -4.31)
N (1.34, 0.45, -4.98)
C (1.13, 0.28, -6.40)
C (-0.23, -0.07, -6.94)
C (0.87, -1.09, -6.94)
C (0.78, 1.52, -4.29)
C (-0.20, 2.34, -4.86)
C (-0.78, 3.34, -4.11)
N (-1.85, 4.12, -4.67)
C (-2.99, 4.40, -3.83)
C (-4.20, 4.64, -4.71)
N (-3.87, 5.80, -5.62)
C (-2.63, 5.57, -6.43)
C (-1.48, 5.25, -5.49)
C (3.19, -1.58, -2.41)
O (3.46, -2.48, -3.20)
O (3.35, -1.56, -1.16)
H (0.87, 2.87, -1.18)
H (2.47, -1.30, -4.86)
H (1.74, 0.95, -7.00)
H (-0.53, 0.39, -7.87)
H (-1.02, -0.21, -6.22)
H (1.34, -1.35, -7.87)
H (0.79, -1.90, -6.23)
H (-0.55, 2.17, -5.87)
H (-2.84, 5.27, -3.17)
H (-3.19, 3.54, -3.18)
H (-5.08, 4.91, -4.13)
H (-4.41, 3.78, -5.34)
H (-3.73, 6.63, -5.04)
H (-4.66, 6.00, -6.23)
H (-2.45, 6.47, -7.02)
H (-2.84, 4.72, -7.09)
H (-1.25, 6.15, -4.89)
H (-0.60, 5.01, -6.08)
C (6.45, 2.55, 1.51)
C (6.21, 1.34, 2.41)
C (7.25, 0.24, 2.13)
C (6.25, 1.74, 3.89)
C (4.88, 0.79, 2.10)
N (3.87, 0.35, 1.82)
H (7.44, 2.97, 1.72)
H (5.70, 3.33, 1.69)
H (6.41, 2.27, 0.46)
H (8.24, 0.63, 2.34)
H (7.20, -0.07, 1.08)
H (7.07, -0.63, 2.75)
H (7.24, 2.14, 4.12)
H (6.07, 0.89, 4.54)
H (5.51, 2.51, 4.11)
C (-3.94, 0.35, 1.86)
C (-2.73, 1.22, 1.58)
C (-2.48, 2.17, 2.76)
O (-1.58, 0.38, 1.45)
B (-0.65, 0.91, 0.52)
O (-1.35, 1.99, -0.13)
C (-2.75, 1.95, 0.22)
C (-3.45, 1.14, -0.87)
C (-3.29, 3.37, 0.24)
H (-3.82, -0.12, 2.84)
H (-4.05, -0.44, 1.12)
H (-4.86, 0.95, 1.88)
H (-2.28, 1.56, 3.64)
H (-3.35, 2.80, 2.96)
H (-1.61, 2.79, 2.57)
H (-3.07, 0.12, -0.89)
H (-3.24, 1.59, -1.84)
H (-4.53, 1.11, -0.72)
H (-2.71, 4.00, 0.91)
H (-4.33, 3.38, 0.57)
H (-3.23, 3.80, -0.76)

Output
* charge: 0
* LUMO level: -1.73 eV
* HOMO level: -5.218 eV
* total energy: -101698.22419 eV
* largest force on an atom: 0.828 eV/A

---

Below is a molecular structure, C58H67InN9O4 at a distorted geometry, with properties calculated with the ωB97M-V functional and the def2-TZVPD basis.

Geometry (Å):
In (0.81, -0.75, -0.94)
N (0.85, -2.74, -2.23)
N (1.39, -2.28, -3.45)
C (1.03, -0.97, -3.89)
O (1.14, -0.74, -5.08)
O (0.60, -0.17, -2.98)
H (1.53, -3.30, -1.75)
H (-0.01, -3.27, -2.35)
H (1.43, -2.93, -4.21)
C (-12.34, 3.42, 1.20)
O (-11.36, 3.32, 2.22)
C (-10.11, 2.94, 1.87)
C (-9.72, 2.63, 0.57)
C (-8.42, 2.24, 0.32)
C (-7.47, 2.16, 1.35)
C (-7.88, 2.49, 2.65)
C (-9.18, 2.87, 2.90)
C (-6.14, 1.69, 1.02)
N (-5.83, 1.15, -0.15)
C (-4.53, 0.78, -0.05)
C (-4.01, 1.10, 1.19)
N (-5.06, 1.69, 1.86)
C (-2.65, 0.87, 1.54)
C (-2.03, 1.26, 2.73)
C (-0.68, 1.07, 2.89)
C (0.05, 0.48, 1.86)
N (-0.54, 0.04, 0.76)
C (-1.85, 0.22, 0.57)
C (-2.41, -0.21, -0.69)
N (-1.61, -0.90, -1.52)
C (-2.07, -1.25, -2.70)
C (-3.36, -0.95, -3.14)
C (-4.21, -0.27, -2.29)
C (-3.73, 0.11, -1.03)
H (-13.25, 3.76, 1.69)
H (-12.52, 2.46, 0.71)
H (-12.05, 4.16, 0.44)
H (-10.42, 2.68, -0.25)
H (-8.10, 2.00, -0.68)
H (-7.18, 2.44, 3.47)
H (-9.50, 3.11, 3.91)
H (-5.04, 2.07, 2.79)
H (-2.61, 1.74, 3.51)
H (-0.17, 1.38, 3.79)
H (1.13, 0.39, 1.90)
H (-1.40, -1.79, -3.36)
H (-3.68, -1.24, -4.13)
H (-5.22, -0.01, -2.57)
C (3.81, -5.74, -0.02)
C (2.64, -4.95, -0.64)
C (2.28, -5.58, -2.00)
C (1.48, -4.96, 0.34)
C (0.85, -6.18, 0.54)
C (-0.10, -6.34, 1.53)
C (-0.35, -5.28, 2.37)
C (0.26, -4.03, 2.23)
C (-0.14, -3.06, 3.34)
C (0.89, -2.05, 3.84)
C (-1.48, -2.41, 2.97)
C (1.11, -3.83, 1.11)
N (1.66, -2.55, 0.75)
C (2.75, -2.23, 1.34)
C (3.52, -1.01, 1.30)
C (4.38, -0.84, 2.40)
C (5.24, 0.22, 2.52)
C (5.32, 1.13, 1.45)
C (4.55, 0.95, 0.34)
C (3.59, -0.08, 0.23)
N (2.87, -0.19, -0.93)
C (3.51, 0.10, -2.18)
C (3.27, 1.26, -2.95)
C (3.86, 1.37, -4.20)
C (4.70, 0.40, -4.70)
C (5.01, -0.69, -3.91)
C (4.42, -0.87, -2.67)
C (4.83, -2.08, -1.85)
C (6.23, -1.86, -1.26)
C (4.80, -3.37, -2.68)
C (2.50, 2.45, -2.42)
C (3.51, 3.57, -2.10)
C (1.47, 3.00, -3.42)
H (4.66, -5.74, -0.70)
H (3.51, -6.78, 0.15)
H (4.12, -5.31, 0.93)
H (3.00, -3.93, -0.78)
H (2.40, -6.67, -1.95)
H (2.94, -5.22, -2.79)
H (1.25, -5.39, -2.29)
H (1.14, -7.03, -0.06)
H (-0.60, -7.29, 1.67)
H (-1.04, -5.42, 3.20)
H (-0.33, -3.71, 4.20)
H (1.12, -1.28, 3.11)
H (1.81, -2.55, 4.14)
H (0.48, -1.56, 4.73)
H (-1.44, -2.00, 1.96)
H (-1.73, -1.61, 3.67)
H (-2.27, -3.16, 3.00)
H (3.18, -2.97, 2.02)
H (4.34, -1.56, 3.21)
H (5.86, 0.34, 3.39)
H (6.01, 1.97, 1.51)
H (4.63, 1.63, -0.50)
H (3.65, 2.25, -4.80)
H (5.14, 0.51, -5.68)
H (5.70, -1.44, -4.28)
H (4.13, -2.21, -1.02)
H (6.97, -1.76, -2.06)
H (6.52, -2.70, -0.63)
H (6.26, -0.95, -0.67)
H (5.61, -3.40, -3.41)
H (3.86, -3.46, -3.21)
H (4.93, -4.23, -2.02)
H (1.98, 2.16, -1.51)
H (4.05, 3.85, -3.01)
H (4.23, 3.27, -1.35)
H (2.98, 4.45, -1.73)
H (1.97, 3.45, -4.28)
H (0.87, 3.77, -2.93)
H (0.82, 2.21, -3.77)
O (0.38, 2.58, 0.11)
C (0.04, 3.75, 0.03)
C (-1.37, 4.22, 0.25)
C (-1.32, 5.05, 1.57)
C (-0.13, 4.74, 2.52)
C (1.21, 5.45, 2.22)
C (1.92, 4.86, 1.00)
N (0.94, 4.78, -0.08)
H (-2.03, 3.36, 0.34)
H (-1.73, 4.83, -0.58)
H (-2.25, 4.88, 2.12)
H (-1.30, 6.12, 1.33)
H (0.04, 3.66, 2.54)
H (-0.44, 5.04, 3.52)
H (1.85, 5.36, 3.10)
H (1.02, 6.51, 2.05)
H (2.30, 3.86, 1.19)
H (2.76, 5.49, 0.69)
H (0.50, 5.68, -0.24)

Output
* charge: +1
* LUMO level: -3.11 eV
* HOMO level: -9.674 eV
* total energy: -88007.13992 eV
* largest force on an atom: 1.135 eV/A

---

Orbital gap for the records above, in order: 7.380, 3.487, 6.567 eV